12
Properties=species:S:1:pos:R:3 method="wB97M-V/def2-TZVPD" relative_energy_ev=0.8302 orbital_gap_ha=0.339 homo_ev=-14.0 e_tot_ev=-17469.3078 fmax_ev_per_a=1.21 charge=+1 e_lumo_ev=-4.750
C 0.39 1.86 -1.07
C -0.45 -1.19 0.92
N 0.40 1.12 0.10
N 0.53 1.28 -2.17
N -0.57 -2.45 1.22
S 0.79 -0.53 -0.02
H 0.21 2.92 -0.87
H -1.19 -0.50 1.31
H 0.70 1.59 0.94
H 0.46 1.83 -3.01
H -1.35 -2.79 1.77
H 0.08 -3.15 0.88

---

12
Properties=species:S:1:pos:R:3 method="wB97M-V/def2-TZVPD" relative_energy_ev=1.1145 orbital_gap_ha=0.238 homo_ev=-2.3 e_tot_ev=-9252.9774 fmax_ev_per_a=4.94 charge=-1 e_lumo_ev=4.185
C 0.89 -1.59 -0.13
C -0.90 0.29 -0.82
C 0.47 0.81 -0.84
C 0.15 -0.37 0.00
N 1.58 -2.51 -0.04
N 0.05 0.00 1.71
O -0.82 0.95 1.83
H -1.54 0.79 0.01
H -1.19 -0.27 -1.72
H 1.15 0.86 -1.66
H 0.61 1.90 -0.29
H -0.45 -0.86 1.95

---

116
Properties=species:S:1:pos:R:3 method="wB97M-V/def2-TZVPD" orbital_gap_ha=0.307 homo_ev=-7.9 e_tot_ev=-89938.9828 fmax_ev_per_a=3.41 e_lumo_ev=0.477
C -2.79 1.92 1.34
C -1.63 1.33 0.78
C -0.25 2.08 0.96
Si 1.23 0.87 1.25
I 1.02 0.10 3.61
C 1.01 -0.54 -0.03
C 2.05 -1.73 0.11
C 1.74 -2.70 1.36
O 3.44 -1.33 0.06
O 2.77 1.61 1.05
Si 2.88 3.23 1.62
C 4.21 3.50 2.93
C 5.22 2.60 3.26
P 3.49 4.47 -0.16
O 4.97 4.83 -0.08
O 2.46 5.81 -0.13
O 3.15 3.56 -1.58
H -2.84 2.20 2.44
H -3.68 2.12 0.67
H -1.78 0.38 0.20
H -0.05 2.75 0.08
H -0.34 2.68 1.93
H -0.04 -0.96 -0.05
H 1.16 -0.07 -1.06
H 1.89 -2.40 -0.80
H 2.40 -2.36 2.21
H 1.89 -3.76 1.05
H 0.66 -2.47 1.64
H 3.76 -1.61 -0.82
H 1.64 3.80 2.14
H 4.17 4.48 3.51
H 5.75 2.77 4.24
H 5.47 1.73 2.58
H 2.58 6.37 -0.93
H 2.18 3.63 -1.65
C -7.24 4.42 0.30
C -6.29 4.78 1.42
O -4.94 4.72 0.97
H -7.03 3.41 -0.07
H -8.28 4.45 0.64
H -7.12 5.10 -0.55
H -6.40 4.09 2.26
H -6.49 5.80 1.79
H -4.85 5.35 0.24
C -5.11 -0.05 4.48
C -4.11 -1.14 4.15
O -3.00 -0.59 3.45
H -5.46 0.43 3.56
H -5.97 -0.46 5.01
H -4.65 0.72 5.10
H -4.56 -1.90 3.52
H -3.74 -1.62 5.06
H -2.59 0.07 4.02
C 6.27 -2.27 3.17
C 6.25 -0.76 3.16
O 6.27 -0.27 1.82
H 7.16 -2.65 2.67
H 6.25 -2.65 4.20
H 5.40 -2.67 2.64
H 7.12 -0.36 3.67
H 5.35 -0.37 3.65
H 5.49 -0.62 1.37
C 4.52 -6.28 -0.62
C 3.08 -5.84 -0.45
O 2.83 -4.65 -1.20
H 5.20 -5.50 -0.29
H 4.72 -7.19 -0.05
H 4.74 -6.47 -1.67
H 2.86 -5.63 0.60
H 2.39 -6.62 -0.79
H 3.01 -4.85 -2.13
C -8.41 1.10 -3.70
C -7.87 2.13 -2.73
O -7.03 1.51 -1.76
H -8.97 0.33 -3.17
H -9.06 1.56 -4.44
H -7.59 0.59 -4.21
H -8.70 2.62 -2.20
H -7.30 2.90 -3.25
H -6.30 1.09 -2.23
C 1.27 9.50 -3.60
C 1.50 9.19 -2.13
O 2.26 7.99 -2.00
H 0.74 8.68 -4.09
H 0.68 10.42 -3.71
H 2.22 9.63 -4.12
H 0.55 9.04 -1.62
H 2.03 10.00 -1.64
H 3.10 8.13 -2.45
C 5.00 -5.77 -5.00
C 3.71 -6.53 -5.21
O 2.59 -5.68 -4.96
H 5.06 -5.38 -3.98
H 5.87 -6.41 -5.18
H 5.06 -4.90 -5.67
H 3.65 -7.38 -4.53
H 3.64 -6.91 -6.24
H 2.64 -4.94 -5.58
C 9.26 -5.68 3.02
C 7.96 -6.23 2.48
O 7.01 -6.35 3.53
H 9.66 -6.33 3.80
H 10.01 -5.59 2.23
H 9.11 -4.69 3.47
H 8.11 -7.22 2.05
H 7.55 -5.58 1.71
H 6.87 -5.47 3.90
C -12.37 -1.62 -2.28
C -11.55 -0.51 -2.93
O -10.68 -1.05 -3.92
H -11.71 -2.36 -1.82
H -13.03 -1.22 -1.52
H -12.97 -2.15 -3.03
H -10.94 -0.01 -2.18
H -12.21 0.23 -3.40
H -11.23 -1.49 -4.58

---

36
Properties=species:S:1:pos:R:3 method="wB97M-V/def2-TZVPD" orbital_gap_ha=0.287 homo_ev=-9.3 e_tot_ev=-50694.6904 fmax_ev_per_a=5.24 e_lumo_ev=-1.535
F -0.23 -4.14 -3.94
B -1.05 -3.31 -3.21
F -1.79 -2.36 -3.92
F -1.71 -3.91 -2.11
C 0.24 -2.32 -2.48
C -0.19 -1.07 -1.85
C -0.46 -0.83 -0.47
H 0.75 -2.95 -1.71
H 0.89 -2.11 -3.36
H -0.28 -0.16 -2.51
H -1.47 -0.38 -0.19
H -0.32 -1.87 0.09
Cl -4.36 4.42 0.66
C -2.93 3.47 0.55
C -2.07 3.60 -0.55
C -0.93 2.81 -0.62
C -0.64 1.83 0.35
C 0.22 0.54 0.02
C 1.34 0.25 1.00
C 2.66 0.07 0.57
C 3.54 -0.72 1.27
C 3.15 -1.29 2.49
Cl 4.23 -2.29 3.39
C 1.86 -1.06 2.99
C 0.96 -0.28 2.25
C -1.42 1.84 1.53
C -2.61 2.59 1.59
H -2.30 4.34 -1.30
H -0.31 2.88 -1.51
H 0.66 0.80 -0.97
H 2.97 0.47 -0.39
H 4.56 -0.89 0.94
H 1.56 -1.46 3.96
H -0.07 -0.21 2.59
H -1.19 1.18 2.37
H -3.26 2.51 2.47

---

12
Properties=species:S:1:pos:R:3 method="wB97M-V/def2-TZVPD" relative_energy_ev=5.8459 orbital_gap_ha=0.324 homo_ev=-8.3 e_tot_ev=-18492.0519 fmax_ev_per_a=6.26 e_lumo_ev=0.476
C -0.44 0.05 -0.46
C 0.15 -0.75 -1.51
C 0.27 -1.75 -2.28
H -1.90 1.37 1.10
H -2.35 2.21 -0.35
H -0.37 0.97 1.58
H 1.20 -1.80 1.82
H 0.78 -2.26 -3.09
N -1.72 1.82 0.19
N -1.25 1.00 -0.84
N -0.07 0.08 0.87
S 1.50 -0.38 1.43